ORCA calculation (ωB97M-V/def2-TZVPD) on a 9-piece molecular cluster, C72H160F2N9O4S2 overall at a distorted geometry.

Last column: Mulliken charge in e.
CARTESIAN COORDINATES (ANGSTROEM)
N1 -0.795384 1.675478 1.559573  0.24
S1 -1.220451 2.017726 0.228968  0.10
O1 -1.994216 1.101495 -0.541212  -0.39
O2 -0.471326 3.001234 -0.592920  -0.55
F1 -2.408735 2.979803 0.824765  -0.24
S2 0.448074 0.662894 1.097958  0.24
O3 1.456305 1.225256 0.196642  -1.21
O4 0.087190 -0.701163 0.759234  -0.52
F2 1.221249 0.399887 2.468428  -0.05
C1 -4.217965 -0.604240 -2.517370  -1.55
C2 -4.312550 -1.737780 -1.452972  0.93
C3 -4.718641 -3.092587 -2.019557  -1.29
N2 -4.928564 -4.251593 -1.012191  0.54
C4 -5.256727 -5.578715 -1.794485  -0.58
C5 -5.820634 -6.628714 -0.848074  -0.66
C6 -7.046166 -6.206433 0.022501  -0.92
C7 -6.686658 -4.974660 0.763829  -0.68
C8 -6.125045 -3.784603 -0.065670  -0.23
C9 -3.731680 -4.428360 -0.074517  -0.72
H1 -5.210391 -0.414015 -2.926048  0.53
H2 -3.547907 -0.742311 -3.365932  0.30
H3 -4.047084 0.315475 -1.957875  0.19
H4 -5.058536 -1.440734 -0.715848  0.23
H5 -3.384683 -1.856422 -0.893427  -0.14
H6 -3.949595 -3.263494 -2.772859  0.40
H7 -5.657963 -2.903357 -2.539142  0.40
H8 -5.978517 -5.281446 -2.555245  0.43
H9 -4.340742 -5.849817 -2.319429  0.46
H10 -6.304934 -7.407084 -1.437730  0.41
H11 -5.010609 -6.988345 -0.213537  0.28
H12 -7.879532 -6.030690 -0.657725  0.37
H13 -7.466273 -6.988978 0.654359  0.44
H14 -7.564528 -4.702079 1.349618  0.56
H15 -5.958701 -5.314415 1.500548  0.15
H16 -6.892915 -3.327729 -0.689959  0.51
H17 -5.692771 -3.011281 0.569320  -0.03
H18 -2.911769 -4.664295 -0.752884  0.37
H19 -3.859549 -5.201470 0.683156  0.61
H20 -3.472213 -3.459432 0.352047  -0.23
C10 -4.166332 -0.743192 2.281843  -0.27
C11 -3.273651 -1.168625 3.439456  0.36
C12 -2.234627 -2.216800 3.032671  0.25
N3 -1.442182 -2.687207 4.338946  0.60
C13 -0.315631 -3.635795 3.790251  -0.05
C14 0.326310 -4.449119 4.979527  -0.64
C15 -0.655655 -5.272359 5.807992  -1.16
C16 -1.753824 -4.381956 6.313041  -0.89
C17 -2.456231 -3.475989 5.224756  -0.60
C18 -0.757497 -1.491925 5.083439  -1.23
H21 -3.723688 0.079944 1.720947  -0.10
H22 -5.100775 -0.315688 2.645373  0.66
H23 -4.445720 -1.442033 1.493384  -0.83
H24 -3.889773 -1.587229 4.235244  0.27
H25 -2.753370 -0.352953 3.941554  -0.53
H26 -1.511113 -1.785302 2.340983  -0.19
H27 -2.820731 -3.084412 2.729626  0.21
H28 -0.760333 -4.242631 3.001533  0.57
H29 0.506979 -3.111558 3.303851  -0.23
H30 1.101923 -5.120340 4.610761  0.49
H31 0.882773 -3.798575 5.654234  0.33
H32 -1.145114 -5.990262 5.149856  0.34
H33 -0.237757 -5.941352 6.560274  0.47
H34 -2.477826 -5.090223 6.715902  0.52
H35 -1.391842 -3.774149 7.142279  0.34
H36 -2.995139 -4.102790 4.514266  0.39
H37 -3.179738 -2.788464 5.662885  0.48
H38 -1.612750 -0.970827 5.513680  0.49
H39 -0.111248 -0.906336 4.429575  0.34
H40 -0.077362 -1.758223 5.892524  0.47
C19 0.161994 -1.068173 -3.196647  -1.20
C20 -0.061481 0.373405 -3.808507  0.84
C21 -0.749074 0.469105 -5.215681  -0.99
N4 -0.528359 1.788699 -6.091170  0.40
C22 0.845508 1.883644 -6.755338  -0.33
C23 0.923053 3.070346 -7.745142  -0.78
C24 -0.077863 2.956256 -8.884569  -0.63
C25 -1.423727 2.810253 -8.254121  -0.80
C26 -1.625637 1.739357 -7.123526  -0.63
C27 -0.784778 2.941162 -5.044598  -1.25
H41 0.768930 -1.113883 -2.292408  0.33
H42 0.702067 -1.773338 -3.828449  0.54
H43 -0.792945 -1.572337 -3.048282  -0.05
H44 0.906246 0.871862 -3.864611  -0.43
H45 -0.469937 0.949952 -2.978537  0.01
H46 -1.831858 0.445365 -5.092742  0.58
H47 -0.535597 -0.422567 -5.805135  0.36
H48 0.886348 0.961535 -7.335113  0.45
H49 1.633038 1.855212 -6.002280  0.20
H50 1.970007 3.124787 -8.043498  0.42
H51 0.844221 4.033365 -7.240680  0.30
H52 0.122008 2.014039 -9.394844  0.29
H53 0.060249 3.840649 -9.506562  0.37
H54 -2.188169 2.609609 -9.004770  0.44
H55 -1.690926 3.736921 -7.746200  0.33
H56 -1.469199 0.719982 -7.476374  0.52
H57 -2.590929 1.713624 -6.617918  0.43
H58 -1.708500 2.841155 -4.474648  0.34
H59 -0.848822 3.902298 -5.554707  0.72
H60 0.093572 2.960869 -4.399455  0.23
C28 -5.657561 5.302660 2.086313  -1.25
C29 -5.370897 5.073839 0.547055  0.02
C30 -4.779919 6.399182 -0.013472  -0.76
N5 -4.331045 6.156656 -1.506082  0.26
C31 -3.867423 7.565331 -1.909481  -0.44
C32 -2.921673 7.566088 -3.139546  -1.08
C33 -1.735963 6.515824 -3.029564  -0.93
C34 -2.433273 5.170455 -2.872637  0.59
C35 -3.289610 5.102787 -1.603677  -1.05
C36 -5.494965 5.808196 -2.474901  -1.04
H61 -6.351971 6.142798 2.094366  0.45
H62 -4.713786 5.485852 2.599957  0.17
H63 -6.207756 4.443386 2.469779  0.41
H64 -6.229701 4.845536 -0.084166  0.40
H65 -4.620831 4.283575 0.578380  -0.04
H66 -3.816074 6.584929 0.460454  0.38
H67 -5.405468 7.291776 -0.022354  0.51
H68 -3.251333 7.891563 -1.071558  0.46
H69 -4.613076 8.343344 -2.073153  0.42
H70 -2.466754 8.556258 -3.166114  0.51
H71 -3.475858 7.519744 -4.077012  0.37
H72 -1.028853 6.609411 -2.205356  0.36
H73 -0.982182 6.630309 -3.808540  0.46
H74 -1.638298 4.428769 -2.795105  -0.61
H75 -3.105782 4.940258 -3.698973  0.56
H76 -2.626797 5.226168 -0.747194  0.10
H77 -3.779840 4.135525 -1.493342  0.61
H78 -6.260191 6.577366 -2.370431  0.31
H79 -5.704055 4.748587 -2.327886  0.42
H80 -5.039941 5.949452 -3.455253  0.53
C37 -0.035530 -3.916687 -1.082766  -0.36
C38 0.849097 -5.022920 -1.628193  -0.59
C39 1.932473 -4.523326 -2.645140  -0.80
N6 3.141933 -5.517991 -2.884880  0.34
C40 4.025192 -5.542372 -1.617152  -0.52
C41 5.299885 -6.325639 -1.926177  -0.75
C42 6.021041 -5.699906 -3.219671  -0.78
C43 5.129175 -5.594779 -4.482993  -0.95
C44 3.745552 -5.017094 -4.152189  -0.69
C45 2.589421 -6.924022 -3.183029  -0.89
H81 0.609411 -3.092832 -0.777134  0.04
H82 -0.638261 -4.190767 -0.216918  0.19
H83 -0.821057 -3.621686 -1.778475  0.07
H84 0.089302 -5.698795 -2.020629  0.41
H85 1.310368 -5.555597 -0.796579  0.33
H86 2.390654 -3.578525 -2.352696  0.35
H87 1.388653 -4.312920 -3.566064  0.58
H88 4.310535 -4.531117 -1.327284  0.20
H89 3.394927 -6.083467 -0.911392  0.48
H90 6.093102 -6.142554 -1.201344  0.31
H91 5.202926 -7.407619 -2.015748  0.46
H92 6.391067 -4.697083 -3.006271  0.25
H93 6.942048 -6.200562 -3.518312  0.48
H94 5.543743 -4.839089 -5.150198  0.41
H95 5.073408 -6.452553 -5.153226  0.43
H96 3.857217 -3.933543 -4.112812  0.51
H97 3.065875 -5.137616 -4.995768  0.45
H98 1.715757 -6.729075 -3.804977  0.36
H99 2.287211 -7.360521 -2.231067  0.36
H100 3.343482 -7.488246 -3.731807  0.44
C46 6.746140 5.301750 -3.146744  -1.46
C47 6.096691 4.124982 -2.466107  -0.30
C48 4.550363 4.223941 -2.552147  -0.65
N7 3.713836 3.073141 -1.897849  0.62
C49 2.272334 3.557713 -1.797491  -0.15
C50 2.079323 4.613609 -0.630549  -1.03
C51 2.794738 4.229967 0.693805  0.55
C52 4.183778 3.693027 0.559419  -1.16
C53 4.370099 2.657420 -0.523284  -0.61
C54 3.784111 1.910487 -2.890221  -0.97
H101 6.759868 6.167129 -2.484155  0.38
H102 6.297007 5.669080 -4.069481  0.35
H103 7.764283 5.026038 -3.421458  0.38
H104 6.341761 4.202686 -1.406859  0.22
H105 6.535523 3.167354 -2.746256  0.36
H106 4.213952 4.237476 -3.588846  0.57
H107 4.264489 5.205835 -2.174988  0.39
H108 1.942384 3.921457 -2.770591  0.61
H109 1.749112 2.667746 -1.447768  -0.35
H110 2.382062 5.604156 -0.970067  0.70
H111 1.042649 4.908436 -0.467761  0.13
H112 2.877300 5.097717 1.348227  0.60
H113 2.145074 3.449593 1.090094  -0.77
H114 4.931276 4.486328 0.562318  0.52
H115 4.490564 3.171456 1.466037  0.49
H116 5.437227 2.486009 -0.664503  0.62
H117 3.814094 1.756031 -0.265494  0.08
H118 3.388642 2.162796 -3.874111  0.30
H119 3.276945 1.062603 -2.429811  0.18
H120 4.824384 1.598401 -2.982518  0.50
C55 2.984149 2.875685 4.703325  -1.31
C56 1.778236 3.754196 4.810038  -0.32
C57 0.568897 2.776067 4.913032  -0.80
N8 -0.800118 3.499164 4.934115  0.82
C58 -1.929226 2.379805 4.781295  0.39
C59 -3.367525 2.861552 5.134903  -0.59
C60 -3.392665 3.583147 6.488182  -0.92
C61 -2.358108 4.739938 6.510798  -0.92
C62 -0.884945 4.320758 6.258735  -0.48
C63 -1.057580 4.406743 3.744910  -0.77
H121 3.906287 3.450045 4.792009  0.48
H122 2.937908 2.295653 3.781630  -0.01
H123 2.942977 2.220648 5.573583  0.45
H124 1.762522 4.459504 3.979142  0.23
H125 1.899399 4.248231 5.774059  0.41
H126 0.604914 2.030245 5.707103  0.65
H127 0.582857 2.223851 3.973364  0.01
H128 -1.703577 1.606724 5.515827  0.13
H129 -1.813636 1.984578 3.772071  -0.14
H130 -4.078150 2.035049 5.138780  0.45
H131 -3.792608 3.519454 4.376897  0.05
H132 -3.120494 2.786018 7.179991  0.30
H133 -4.405674 3.858476 6.781642  0.50
H134 -2.454417 5.182086 7.502416  0.49
H135 -2.729866 5.527854 5.855741  0.31
H136 -0.683226 3.593219 7.044928  0.34
H137 -0.142684 5.118177 6.223032  0.49
H138 -2.067670 4.792670 3.882322  0.44
H139 -0.944709 3.907806 2.782402  -0.07
H140 -0.380582 5.258295 3.812862  0.43
C64 4.868521 -5.752083 5.140780  -1.49
C65 4.469552 -5.074599 3.783697  0.19
C66 5.343309 -3.763242 3.510886  -0.69
N9 5.335904 -3.298762 2.043444  -0.07
C67 3.878428 -3.103156 1.517836  -1.22
C68 3.166650 -1.943119 2.266197  0.80
C69 3.964924 -0.613947 2.238979  0.70
C70 5.440746 -0.723794 2.604855  -0.94
C71 6.127266 -1.945571 1.983713  -0.69
C72 6.099798 -4.263069 1.103916  -1.14
H141 4.454847 -6.758011 5.212166  0.40
H142 4.739194 -5.066530 5.978273  0.38
H143 5.950849 -5.865953 5.201665  0.44
H144 3.465076 -4.668045 3.901339  -0.20
H145 4.577776 -5.835178 3.010451  0.26
H146 6.406151 -3.935704 3.680390  0.48
H147 5.033754 -2.900752 4.101128  0.55
H148 3.289613 -4.018227 1.581304  0.42
H149 3.938860 -2.838173 0.462274  0.35
H150 3.066881 -2.239295 3.310431  0.23
H151 2.163897 -1.805100 1.861800  -0.34
H152 3.452986 0.045857 2.939456  -0.35
H153 3.834851 -0.066378 1.305516  -0.22
H154 5.415704 -0.793248 3.692357  0.40
H155 5.939207 0.177702 2.248543  0.53
H156 7.101626 -2.155222 2.425025  0.44
H157 6.292917 -1.835811 0.911979  0.46
H158 6.229357 -3.843235 0.106391  0.52
H159 5.561375 -5.208981 1.045288  0.39
H160 7.055176 -4.394883 1.611845  0.45

Forces on atoms 1 to 2 (eV/Å):
N 4.24 -2.74 9.20
S -0.06 2.47 -8.65

- E_HOMO (alpha / beta) (eV) = -13.537 / -18.774
- M (g/mol) = 1318.26
- multiplicity = 2
- LUMO (alpha / beta) (eV) = -10.414 / -10.426
- charge = +6
- frontier orbital gap (alpha / beta) (eV) = 3.12 / 8.35
- ΔE to the lowest compared entry with this formula, charge and spin (kJ/mol) = 64.5